Computed, not measured: 16 unconnected molecules or ions with the total composition C69H180N21O16P7, with ωB97M-V/def2-TZVPD.

## Properties
LUMO energy	0.41	eV
charge	0
HOMO-LUMO gap	0.313	Ha
multiplicity	1
calculated total energy	-7480.3775	Eh
E_HOMO	-0.298	Ha

Each line ends with the Löwdin charge.
Atoms and positions in Å:
H (21.719, 17.905, 20.273)  0.07
C (16.555, 22.436, 20.969)  0.00
C (20.638, 11.182, 13.842)  -0.10
O (22.247, 18.052, 28.257)  -0.28
H (23.231, 20.639, 24.957)  0.07
P (20.269, 19.754, 13.585)  0.64
C (23.739, 19.737, 25.298)  -0.13
N (11.207, 17.466, 23.575)  -0.29
H (19.617, 17.771, 27.994)  0.05
H (20.524, 24.433, 23.712)  0.07
C (15.023, 12.035, 18.465)  -0.14
C (18.790, 21.784, 17.636)  -0.50
H (26.305, 17.261, 25.618)  0.06
H (26.334, 16.277, 24.125)  0.07
C (22.056, 12.583, 17.953)  -0.13
H (23.787, 15.833, 20.508)  0.08
H (20.508, 16.585, 29.472)  0.05
C (23.789, 18.519, 16.942)  -0.02
H (22.188, 15.358, 25.927)  0.08
C (26.047, 20.436, 26.031)  -0.06
H (16.914, 10.057, 23.068)  0.08
N (23.593, 15.948, 27.364)  -0.28
H (18.265, 17.480, 15.273)  0.07
H (21.393, 10.103, 16.705)  0.06
H (17.638, 15.995, 24.419)  0.07
H (28.602, 17.184, 22.667)  0.08
H (10.145, 14.502, 20.311)  0.08
H (23.910, 12.794, 20.659)  0.09
H (20.291, 19.156, 10.770)  0.07
C (19.916, 21.955, 11.972)  -0.07
H (20.830, 21.092, 17.872)  0.05
O (15.379, 24.395, 21.773)  0.07
H (16.533, 11.806, 22.742)  0.04
H (11.667, 11.530, 19.010)  0.07
H (21.994, 19.674, 10.498)  0.08
P (19.054, 17.527, 21.102)  0.62
N (20.085, 16.744, 22.279)  -0.31
H (23.233, 18.839, 24.944)  0.05
H (25.407, 15.128, 20.912)  0.10
N (26.262, 20.662, 22.716)  -0.29
H (28.214, 20.722, 23.548)  0.08
H (17.452, 11.472, 17.337)  0.05
H (22.587, 14.125, 31.157)  0.09
C (17.760, 20.729, 24.446)  -0.02
H (25.415, 19.834, 19.144)  0.09
H (18.940, 12.865, 12.849)  0.09
H (17.838, 9.910, 17.803)  0.08
C (17.895, 20.808, 12.753)  -0.15
H (9.534, 19.715, 22.027)  0.08
C (10.148, 20.465, 22.526)  -0.14
H (19.844, 16.930, 12.110)  0.07
C (18.302, 20.370, 17.484)  -0.01
N (13.696, 12.237, 19.043)  -0.30
H (22.727, 17.933, 13.610)  0.07
C (26.815, 17.088, 24.670)  -0.11
H (16.595, 24.657, 19.219)  0.08
H (21.319, 25.518, 22.632)  0.09
C (17.757, 11.409, 24.503)  -0.50
O (17.720, 17.797, 21.638)  -0.29
O (21.041, 23.579, 20.646)  0.05
H (20.633, 22.698, 18.458)  0.06
H (11.633, 12.985, 22.777)  0.07
C (21.329, 19.036, 11.080)  -0.13
P (19.960, 12.416, 16.266)  0.61
H (25.857, 21.508, 26.076)  0.07
H (14.815, 19.919, 21.667)  0.05
H (23.665, 14.198, 29.721)  0.05
N (19.331, 18.271, 13.686)  -0.29
H (18.025, 13.027, 25.960)  0.08
N (19.470, 10.901, 16.889)  -0.30
H (11.661, 15.360, 20.043)  0.05
H (21.457, 14.289, 15.224)  0.05
C (24.454, 15.489, 21.299)  -0.02
N (19.923, 18.909, 20.592)  -0.28
H (15.091, 15.379, 18.867)  0.07
H (19.576, 25.033, 22.358)  0.09
H (18.534, 13.234, 24.266)  0.08
H (22.550, 14.623, 16.574)  0.08
H (21.539, 18.021, 10.743)  0.07
H (15.742, 20.875, 26.761)  0.08
H (20.519, 15.282, 30.649)  0.08
C (16.689, 11.034, 23.496)  -0.03
N (19.308, 20.787, 12.668)  -0.32
H (20.193, 22.779, 12.629)  0.08
H (15.296, 18.318, 21.101)  0.06
C (14.321, 17.763, 23.551)  -0.10
N (19.054, 16.505, 19.703)  -0.27
C (19.970, 10.654, 20.826)  -0.47
C (17.842, 16.396, 18.841)  -0.08
C (20.402, 9.765, 17.009)  -0.10
H (23.704, 16.067, 25.222)  0.06
C (24.697, 18.020, 18.080)  -0.42
C (20.972, 15.631, 29.721)  -0.12
H (20.856, 21.891, 23.202)  0.07
H (15.848, 21.633, 20.761)  0.07
H (20.125, 8.941, 16.352)  0.08
H (15.914, 22.566, 26.833)  0.08
H (12.601, 11.309, 17.551)  0.07
C (17.537, 21.502, 25.767)  -0.43
C (18.046, 10.621, 17.003)  -0.11
H (19.025, 9.068, 21.933)  0.09
C (16.079, 21.722, 26.164)  -0.02
H (18.382, 20.274, 20.717)  0.06
C (21.125, 23.554, 21.858)  -0.47
H (15.696, 11.025, 23.945)  0.09
H (17.377, 22.317, 20.262)  0.05
H (19.755, 16.590, 15.057)  0.07
C (22.963, 16.118, 26.020)  -0.09
C (25.605, 17.905, 28.633)  -0.16
H (12.470, 20.309, 24.494)  0.05
N (22.398, 15.882, 29.825)  -0.30
H (10.071, 13.114, 21.790)  0.08
H (23.941, 19.117, 30.651)  0.08
H (20.144, 10.241, 13.600)  0.07
N (14.395, 14.421, 20.607)  -0.31
N (19.785, 12.144, 14.583)  -0.29
H (26.462, 17.233, 28.597)  0.08
H (14.548, 18.572, 24.245)  0.07
H (18.510, 18.742, 27.062)  0.07
H (18.262, 11.845, 20.969)  0.07
O (25.457, 17.045, 17.906)  0.02
H (18.812, 20.514, 24.256)  0.06
H (19.925, 21.112, 20.529)  0.07
C (10.976, 17.903, 24.959)  -0.10
H (25.466, 18.356, 31.168)  0.08
O (20.778, 20.389, 14.876)  -0.31
H (21.882, 19.649, 20.274)  0.08
H (16.930, 16.879, 19.193)  0.06
H (23.518, 19.604, 26.357)  0.07
H (25.971, 18.886, 28.935)  0.08
H (18.365, 20.030, 16.450)  0.06
H (19.199, 22.312, 11.232)  0.08
N (25.147, 19.698, 24.995)  -0.27
C (18.962, 17.444, 12.493)  -0.09
O (18.500, 22.009, 26.399)  0.02
N (27.002, 18.223, 23.741)  -0.29
C (19.261, 9.352, 20.908)  -0.02
O (19.089, 13.518, 16.738)  -0.30
H (23.216, 19.647, 13.815)  0.07
C (21.659, 22.396, 22.664)  -0.03
P (13.583, 12.913, 20.667)  0.64
O (24.539, 18.598, 22.652)  -0.30
C (20.575, 24.723, 22.662)  -0.01
H (17.472, 20.060, 13.423)  0.08
H (23.821, 19.096, 19.726)  0.04
H (21.477, 13.298, 18.537)  0.06
C (24.477, 18.173, 30.748)  -0.10
H (10.067, 21.413, 21.993)  0.09
H (11.159, 11.683, 21.694)  0.07
H (20.802, 21.608, 11.440)  0.06
C (19.468, 13.269, 13.712)  -0.15
H (18.111, 16.800, 17.865)  0.07
H (15.188, 17.153, 23.298)  0.05
C (24.818, 18.938, 19.315)  -0.02
H (27.771, 16.701, 25.022)  0.08
C (14.262, 15.387, 19.575)  -0.12
C (22.216, 13.856, 15.875)  -0.10
O (18.054, 22.688, 17.801)  0.08
N (21.661, 12.691, 16.561)  -0.29
H (20.012, 15.098, 18.450)  0.05
H (20.882, 14.867, 21.978)  0.05
H (20.868, 17.170, 24.172)  0.06
H (22.325, 16.997, 25.931)  0.04
H (23.067, 13.643, 15.229)  0.08
H (10.028, 18.441, 24.918)  0.07
H (21.501, 10.915, 14.454)  0.06
H (27.040, 17.211, 21.913)  0.06
C (15.213, 14.815, 21.723)  -0.10
C (27.455, 21.395, 23.149)  -0.10
H (17.281, 20.227, 17.840)  0.08
H (14.954, 25.199, 19.604)  0.08
H (24.030, 17.912, 16.069)  0.07
H (17.548, 15.352, 18.731)  0.07
H (14.015, 16.306, 20.105)  0.08
H (26.134, 21.812, 20.979)  0.08
H (10.401, 15.858, 22.454)  0.06
H (17.717, 10.267, 16.026)  0.09
H (24.030, 19.542, 16.653)  0.09
H (27.737, 21.985, 22.277)  0.08
H (10.773, 15.408, 24.177)  0.08
H (25.257, 14.927, 26.527)  0.07
H (23.894, 15.286, 31.065)  0.06
C (21.238, 18.830, 19.954)  -0.11
H (23.892, 17.636, 31.495)  0.06
C (20.050, 15.316, 22.519)  -0.10
H (13.914, 19.208, 20.506)  0.08
H (24.083, 13.941, 27.459)  0.08
H (24.816, 22.177, 22.035)  0.07
O (11.297, 18.046, 20.909)  -0.31
H (12.014, 21.889, 23.727)  0.09
H (25.321, 18.346, 20.080)  0.06
H (11.839, 18.503, 25.247)  0.06
H (19.995, 18.316, 26.320)  0.07
H (13.346, 20.882, 23.052)  0.06
H (16.844, 22.400, 22.019)  0.05
N (24.529, 17.446, 29.446)  -0.29
H (18.722, 13.910, 14.182)  0.07
H (15.274, 10.993, 18.264)  0.07
H (20.052, 15.190, 23.601)  0.08
N (13.577, 18.279, 22.351)  -0.27
H (14.524, 15.062, 22.531)  0.07
H (15.902, 15.631, 21.506)  0.07
H (27.157, 22.089, 23.935)  0.07
C (23.865, 14.364, 22.101)  -0.49
H (24.707, 20.672, 21.227)  0.04
C (15.582, 24.323, 19.441)  -0.02
H (25.273, 15.081, 28.267)  0.07
H (24.682, 16.221, 22.073)  0.05
C (17.662, 16.888, 25.044)  -0.01
O (18.603, 15.623, 26.882)  0.05
O (18.470, 10.564, 25.003)  0.06
H (15.855, 12.538, 18.957)  0.07
H (20.711, 14.968, 28.896)  0.08
H (17.508, 21.758, 13.121)  0.08
H (25.284, 17.961, 27.593)  0.05
C (12.386, 20.877, 23.568)  -0.05
H (16.826, 13.402, 24.756)  0.08
H (20.867, 15.488, 20.026)  0.06
H (21.142, 18.834, 18.868)  0.06
C (19.436, 20.257, 20.996)  -0.08
H (17.182, 19.831, 24.224)  0.07
C (27.726, 17.813, 22.508)  -0.11
C (20.251, 15.849, 19.203)  -0.12
H (13.001, 10.243, 18.851)  0.08
N (21.533, 19.256, 12.533)  -0.30
H (21.945, 17.297, 22.732)  0.08
H (19.849, 8.506, 20.553)  0.09
H (20.297, 13.935, 13.474)  0.07
H (15.179, 23.616, 18.715)  0.09
C (20.948, 17.486, 23.132)  -0.11
H (9.644, 20.532, 23.490)  0.07
O (14.083, 11.994, 21.727)  -0.29
C (15.824, 23.806, 20.838)  -0.50
H (25.752, 20.034, 27.000)  0.04
C (12.654, 11.255, 18.639)  -0.10
H (20.778, 16.498, 18.504)  0.07
H (22.757, 18.443, 17.284)  0.06
H (20.715, 18.550, 23.122)  0.08
H (20.450, 9.425, 18.044)  0.07
C (11.100, 12.759, 21.853)  -0.11
H (17.532, 20.802, 11.725)  0.08
C (24.623, 14.887, 27.413)  -0.10
H (18.799, 19.633, 18.115)  0.06
H (22.342, 22.809, 23.405)  0.08
P (25.639, 19.248, 23.425)  0.60
C (19.314, 17.585, 14.994)  -0.13
H (20.641, 22.353, 16.683)  0.07
C (23.132, 14.778, 30.474)  -0.09
H (19.561, 20.393, 22.070)  0.05
C (23.185, 13.266, 21.322)  -0.03
C (19.294, 11.975, 20.644)  0.01
P (23.080, 16.910, 28.676)  0.58
N (11.934, 13.388, 20.815)  -0.30
H (15.533, 21.840, 25.228)  0.07
H (11.168, 14.086, 18.982)  0.07
H (22.159, 21.537, 22.217)  0.07
O (24.030, 14.316, 23.319)  0.04
C (17.751, 12.850, 24.920)  -0.02
H (13.371, 15.135, 18.999)  0.06
H (15.767, 13.965, 22.122)  0.06
C (20.305, 22.025, 17.666)  -0.01
H (17.906, 17.738, 24.407)  0.05
H (19.244, 12.126, 19.566)  0.08
H (20.955, 11.609, 12.891)  0.08
N (11.500, 20.020, 22.711)  -0.31
H (17.413, 21.509, 23.769)  0.06
H (23.127, 12.771, 18.041)  0.09
H (22.032, 11.577, 18.374)  0.07
H (27.107, 20.192, 25.965)  0.07
H (18.205, 16.696, 12.727)  0.08
H (27.933, 18.697, 21.903)  0.07
H (16.622, 17.042, 25.334)  0.08
C (11.077, 15.980, 23.301)  -0.09
H (19.767, 12.774, 21.215)  0.07
C (19.227, 17.925, 26.988)  0.00
H (13.670, 17.042, 24.045)  0.06
H (23.638, 18.784, 12.412)  0.08
H (10.857, 17.078, 25.661)  0.08
C (25.432, 21.353, 21.674)  -0.09
H (19.833, 18.209, 15.721)  0.05
H (14.975, 12.550, 17.506)  0.08
C (11.191, 14.376, 20.032)  -0.12
H (22.301, 13.721, 20.875)  0.05
H (18.317, 9.513, 20.388)  0.08
P (11.806, 18.432, 22.267)  0.61
C (22.820, 18.904, 13.123)  -0.12
H (12.037, 15.507, 23.094)  0.05
C (18.510, 16.698, 26.324)  -0.42
H (22.885, 12.448, 21.977)  0.08
C (14.446, 18.925, 21.414)  -0.16
H (18.452, 18.109, 11.796)  0.07
H (19.148, 14.970, 22.013)  0.07
O (21.207, 10.633, 20.778)  0.02

=====

Computed, not measured: a molecular structure, C41H28Cl3N7NiO2PSi, with ωB97M-V/def2-TZVPD.

## Properties
LUMO energy (alpha / beta)	1.61 / 1.61	eV
charge	-1
HOMO-LUMO gap (alpha / beta)	0.169 / 0.210	Ha
multiplicity	3
calculated total energy	-5632.9951	Eh
E_HOMO (alpha / beta)	-0.110 / -0.151	Ha

Each line ends with the Löwdin spin population.
Atoms and positions in Å:
C (3.262, 1.978, -0.350)  -0.01
H (4.330, 2.008, -0.535)  0.00
N (-1.824, 2.289, 7.279)  0.00
H (-5.107, 0.275, -2.697)  0.00
N (-1.313, 2.971, 4.973)  0.00
O (-1.820, 4.512, 0.466)  0.09
C (4.643, -2.220, 0.153)  0.00
H (-5.092, 0.023, 1.631)  0.00
H (-3.418, -1.959, -1.768)  0.00
C (8.272, -3.174, -0.195)  0.00
C (2.623, -1.634, 0.549)  0.00
N (-0.712, -0.199, 1.178)  0.03
C (-1.607, 0.917, -4.186)  0.00
C (0.579, -0.357, 0.806)  0.00
N (4.566, -0.872, -0.094)  0.00
H (0.496, 3.887, -0.449)  0.00
C (-2.693, 0.726, -5.026)  0.00
C (-1.468, 2.495, 3.802)  0.00
C (-1.334, -1.235, 1.717)  0.00
H (5.301, -0.286, -0.443)  0.00
Cl (-0.105, 6.760, -0.258)  0.00
C (10.539, -4.807, -0.192)  0.00
C (-5.023, -0.858, 1.004)  0.01
Cl (0.090, 5.356, 2.693)  0.00
C (6.937, -5.164, -0.011)  0.00
C (-5.954, 4.354, -0.204)  0.00
C (5.797, -4.400, 0.069)  0.00
H (-4.145, 5.423, 0.149)  0.01
Ni (-1.537, 1.595, 0.754)  0.94
N (-1.579, 2.148, 2.691)  0.04
H (11.248, -5.630, -0.156)  0.00
N (0.502, 1.922, 0.115)  0.02
C (-3.953, 0.493, -4.487)  0.00
C (-4.596, 4.452, -0.003)  0.11
P (-3.213, 0.691, -0.430)  0.03
C (-5.781, 1.965, -0.460)  0.00
H (-6.369, -2.023, 2.196)  0.00
H (-0.625, 1.096, -4.607)  0.00
C (-3.777, 3.288, 0.019)  0.07
C (1.245, -1.597, 0.939)  0.00
H (-0.944, 1.046, -2.138)  0.00
C (3.276, -0.481, 0.154)  0.00
C (7.116, -2.410, -0.118)  0.00
H (-6.250, 1.006, -0.650)  0.00
H (-6.184, -4.030, 0.759)  0.00
C (2.494, 3.110, -0.485)  0.00
C (-3.038, 0.652, -2.260)  0.01
O (9.256, -5.396, -0.172)  0.00
C (0.557, -2.677, 1.482)  -0.01
H (6.890, -6.245, 0.019)  0.00
H (4.823, -4.858, 0.176)  0.00
C (5.865, -3.002, 0.023)  0.00
C (-5.732, -2.005, 1.319)  0.00
H (-2.354, -1.066, 2.034)  0.00
C (-6.567, 3.115, -0.412)  0.14
C (1.117, 3.021, -0.270)  -0.01
C (1.250, 0.807, 0.304)  -0.01
C (-4.076, -1.965, -0.908)  0.01
C (-2.395, 3.251, 0.296)  0.39
C (8.188, -4.557, -0.130)  0.00
C (2.639, 0.785, 0.026)  0.00
Si (-1.172, 5.758, 1.177)  0.02
N (3.483, -2.697, 0.542)  0.00
Cl (-2.591, 7.076, 1.815)  0.01
H (10.696, -4.158, 0.675)  0.00
H (-4.805, 0.346, -5.140)  0.00
H (-4.686, -3.999, -1.205)  0.00
C (-1.602, 2.567, 6.170)  0.00
H (10.705, -4.231, -1.107)  0.00
H (7.212, -1.331, -0.148)  0.00
C (-4.786, -3.114, -0.588)  0.00
H (-6.564, 5.250, -0.197)  0.00
C (-0.748, -2.485, 1.889)  0.00
C (-4.416, 2.041, -0.259)  0.11
H (-7.641, 3.046, -0.542)  0.01
C (-5.624, -3.134, 0.517)  0.01
C (-4.124, 0.456, -3.113)  0.00
H (-1.309, -3.284, 2.354)  0.00
H (9.227, -2.677, -0.301)  0.00
C (-4.207, -0.814, -0.132)  0.01
H (1.059, -3.629, 1.592)  0.00
H (-2.567, 0.763, -6.101)  0.00
C (-1.781, 0.883, -2.808)  0.00
H (2.926, 4.058, -0.774)  0.00

=====

Computed, not measured: a molecular structure, C14H14ClMnNO2, with ωB97M-V/def2-TZVPD.

## Properties
LUMO energy (alpha / beta)	-8.19 / -10.53	eV
charge	+2
HOMO-LUMO gap (alpha / beta)	0.320 / 0.234	Ha
multiplicity	4
calculated total energy	-2357.5910	Eh
E_HOMO (alpha / beta)	-0.621 / -0.621	Ha

Each line ends with the Löwdin spin population.
Atoms and positions in Å:
H (1.078, 2.059, 5.047)  0.00
H (-1.995, 0.870, 0.777)  0.00
H (-1.684, 2.262, 2.804)  0.00
C (0.078, -0.546, -2.817)  0.03
Cl (-3.571, 0.205, -2.333)  0.93
H (2.055, -0.235, 0.798)  0.00
C (1.351, -0.623, -2.132)  0.00
C (0.433, 1.844, 3.005)  0.01
C (0.319, -2.721, -2.023)  -0.04
C (-0.823, 1.721, 2.400)  0.00
H (2.012, 0.218, -1.968)  0.00
C (1.514, -1.963, -1.659)  -0.01
C (-0.556, -1.842, -2.741)  -0.03
C (1.237, 0.322, 1.274)  0.01
C (1.483, 1.141, 2.386)  0.00
H (1.408, 3.459, 4.043)  0.00
C (-2.023, -1.338, -0.599)  0.01
C (0.681, 2.665, 4.228)  0.00
H (-0.090, 1.535, -3.123)  0.00
H (-1.550, 0.635, -3.548)  0.03
C (-1.017, 0.922, 1.266)  0.01
O (-2.958, -1.561, 0.047)  0.04
H (-0.236, 3.138, 4.589)  0.00
O (0.133, -2.860, 1.550)  -0.01
H (-0.076, 0.518, -4.585)  0.00
H (2.496, 1.213, 2.759)  0.00
Mn (-0.216, -1.146, -0.841)  1.98
H (0.152, -3.778, -1.903)  0.00
C (-0.029, -2.454, 0.455)  -0.02
H (2.350, -2.371, -1.109)  0.00
N (-0.001, 0.192, 0.714)  0.01
H (-1.499, -2.094, -3.193)  0.00
C (-0.454, 0.614, -3.568)  0.04